# 1
Below is an isolated molecule of C2H5NO2 at a distorted geometry, with properties calculated with the ωB97M-V functional and the def2-TZVPD basis.

Each line ends with the Mulliken charge.
Cartesian coordinates (Å):
N -0.3068 -1.6755 -0.2440  -0.413
C -0.6530 -0.3231 -0.1084  0.503
O -1.3973 -0.0487 0.8138  -0.525
C 0.0847 1.1457 -0.1017  -0.358
O 1.3839 1.0805 -0.5595  -0.514
H -0.5300 -2.2064 0.5986  0.233
H -0.0937 -2.2244 -1.0642  0.207
H -0.5521 1.7981 -0.7053  0.259
H 0.0820 1.5811 0.9361  0.272
H 1.9247 0.8701 0.2093  0.336

Summary:
**Structure (SMILES)**: NC(=O)CO
**HOMO energy**: -9.128 eV
**Net charge**: 0
**Multiplicity**: 1
**LUMO energy**: 0.0237 hartree
**HOMO-LUMO gap**: 9.772 eV
**Relative energy (zero: lowest compared OMol25 entry of this formula, charge and spin)**: 239.13 kJ/mol
**F_max**: 3.66 eV/A
**Molecular weight**: 75.07 g/mol



# 2
Below is C3H6InO3 as an isolated structure at a distorted geometry, with properties calculated with the ωB97M-V functional and the def2-TZVPD basis.

Each line ends with the Mulliken charge.
Cartesian coordinates (Å):
In -2.3626 -2.8225 -1.7456  1.278
C -0.4703 0.0180 2.4450  -0.366
O 0.0748 0.6354 1.3061  -0.012
C -0.0609 0.2019 0.0137  0.776
O -0.8561 -0.6495 -0.3943  -0.288
O 0.7602 0.8503 -0.7293  -0.075
C 1.1216 0.5686 -2.0652  -0.436
H -0.7787 0.8035 3.1349  0.332
H 0.2446 -0.5846 3.0054  0.375
H -1.3294 -0.6271 2.2608  0.353
H 2.1506 0.9251 -2.1111  0.315
H 0.4754 1.1472 -2.7253  0.381
H 1.0309 -0.4663 -2.3952  0.364

Summary:
**HOMO energy**: -23.968 eV
**Net charge**: +3
**Multiplicity**: 1
**LUMO energy**: -0.7624 hartree
**HOMO-LUMO gap**: 3.222 eV
**Relative energy (zero: lowest compared OMol25 entry of this formula, charge and spin)**: 99.56 kJ/mol
**F_max**: 2.76 eV/A
**Molecular weight**: 204.90 g/mol



# 3
Below is an isolated ion of composition CH3BrO3P and charge -1 at a distorted geometry, with properties calculated with the ωB97M-V functional and the def2-TZVPD basis.

Each line ends with the Mulliken charge.
Cartesian coordinates (Å):
C 0.9797 0.4026 0.0000  -0.801
O -1.2801 1.6513 -0.0313  -0.673
O -0.5180 -1.6003 1.1906  -0.649
O -0.1728 -1.5853 -1.3814  -0.650
P -0.3840 -0.8843 -0.1066  0.878
Br -2.4466 0.4206 0.1396  0.057
H 1.7466 -0.4156 0.3269  0.244
H 1.3713 0.8749 -0.8919  0.307
H 0.7039 1.1360 0.7543  0.287

Summary:
**HOMO energy**: -4.280 eV
**Net charge**: -1
**Multiplicity**: 1
**LUMO energy**: 0.1311 hartree
**HOMO-LUMO gap**: 7.846 eV
**Relative energy (zero: lowest compared OMol25 entry of this formula, charge and spin)**: 257.59 kJ/mol
**F_max**: 2.51 eV/A
**Molecular weight**: 173.91 g/mol



# 4
Below is a 3-piece molecular cluster, C21H24N2O13S overall, with properties calculated with the ωB97M-V functional and the def2-TZVPD basis.

Each line ends with the Mulliken charge.
Cartesian coordinates (Å):
N 0.9101 -0.1796 1.5573  -0.707
C 0.8014 -0.1408 0.2992  -0.236
C 1.1101 -1.2954 -0.6341  -1.570
C -0.0478 -2.3202 -0.7345  0.310
C -0.7692 -2.3040 -2.0997  0.087
C -1.4042 -0.9534 -2.4627  -1.269
C -2.7980 -0.6087 -1.9166  -0.727
C -2.9148 -0.7512 -0.4150  0.363
N -3.9239 -1.5725 0.0742  -0.472
O -2.1800 -0.1538 0.3335  -0.469
C -1.7332 -3.5045 -2.2826  -1.082
C -1.7641 -4.4141 -1.0740  0.056
O -2.6018 -5.5137 -1.2717  -0.548
O -0.4482 -4.9601 -0.9106  -0.378
S 0.6889 -3.9360 -0.4468  1.311
O 0.8724 -4.0869 0.9676  -0.652
O 1.8029 -4.1230 -1.3240  -0.639
H 1.2358 -1.0996 1.8669  0.277
H 0.4535 0.7849 -0.1613  0.497
H 1.9831 -1.7990 -0.2079  0.615
H 1.3990 -0.9454 -1.6261  0.295
H -0.7200 -2.1795 0.1137  0.332
H 0.0342 -2.4497 -2.8300  0.894
H -1.5070 -0.9467 -3.5535  0.437
H -0.7094 -0.1413 -2.2326  0.337
H -2.9733 0.4482 -2.1380  0.412
H -3.5742 -1.1892 -2.4201  0.511
H -3.6293 -2.1820 0.8259  0.276
H -4.4185 -2.0841 -0.6425  0.270
H -2.7465 -3.2123 -2.5635  0.306
H -1.3566 -4.1311 -3.0965  0.356
H -2.0589 -3.8881 -0.1578  0.386
H -3.3816 -5.4302 -0.7122  0.386
C 6.7598 0.9606 -0.7089  -0.981
C 5.7680 0.5354 -1.5033  0.334
C 4.3490 1.0335 -1.3560  1.197
O 3.5286 0.5919 -2.1435  -0.658
C 4.0481 1.9820 -0.3074  -1.034
C 5.0394 2.4056 0.4906  0.362
C 6.4646 1.9261 0.3295  0.964
O 7.2880 2.3884 1.0970  -0.629
O 4.8719 3.2704 1.4764  -0.567
O 5.9324 -0.3451 -2.4788  -0.569
H 7.7777 0.6117 -0.8083  0.425
H 3.0273 2.3195 -0.1972  0.455
H 5.7529 3.3956 1.8819  0.380
H 5.0531 -0.4689 -2.8868  0.360
C -3.7373 2.9082 1.9125  -0.960
C -3.8546 2.7848 3.2410  0.379
C -2.9350 3.5048 4.1997  1.039
O -3.1431 3.3390 5.3878  -0.638
C -1.8775 4.3336 3.6585  -0.989
C -1.7563 4.4482 2.3292  0.326
C -2.6906 3.7469 1.3713  1.121
O -2.5008 3.9340 0.1822  -0.684
O -0.8248 5.1778 1.7327  -0.574
O -4.7706 2.0353 3.8364  -0.588
H -4.3880 2.3949 1.2193  0.392
H -1.2149 4.8331 4.3507  0.428
H -0.9794 5.0776 0.7728  0.367
H -4.6186 2.1385 4.7968  0.377

Summary:
**Structure (SMILES)**: [H]/N=C\C[C@H]1[C@H](CCC(N)=O)C[C@@H](O)OS1(=O)=O.O=C1C=C(O)C(=O)C=C1O.O=C1C=C(O)C(=O)C=C1O
**HOMO energy**: -9.546 eV
**Net charge**: 0
**Multiplicity**: 1
**LUMO energy**: -0.0543 hartree
**HOMO-LUMO gap**: 8.069 eV
**F_max**: 0.88 eV/A
**Molecular weight**: 544.49 g/mol



# 5
Below is a 4-piece molecular cluster, C3H13NO3 overall at a distorted geometry, with properties calculated with the ωB97M-V functional and the def2-TZVPD basis.

Each line ends with the Mulliken charge.
Cartesian coordinates (Å):
C -0.4033 1.0535 2.0268  -1.275
C -0.3613 0.1356 0.8093  -0.342
C -0.5489 -1.9779 1.7060  -0.177
N -0.8946 -1.1763 0.8304  -0.060
H 0.5949 1.2029 2.4054  0.419
H -1.0745 0.8258 2.8397  0.388
H -0.5401 2.0813 1.7102  0.384
H -0.8440 0.5199 -0.1102  0.288
H 0.6134 0.1418 0.6494  0.647
H 0.1045 -1.7486 2.6090  0.341
H -0.6634 -3.0423 1.5298  0.326
H 1.5115 1.3887 -1.4605  0.358
H 1.7181 2.4486 -0.1146  0.301
O 2.0927 1.7962 -0.7105  -0.661
H -0.4891 -1.5804 -0.8449  0.411
H -0.0964 -1.6618 -2.8623  0.338
O -0.3692 -1.7020 -1.9293  -0.803
H 0.0165 0.7911 -3.7397  0.297
H -0.3683 -0.2007 -2.5511  0.466
O 0.0013 0.7045 -2.7929  -0.647

Summary:
**HOMO energy (spin up / spin down)**: -14.312 / -14.253 eV
**Net charge**: +1
**Multiplicity**: 2
**LUMO energy (spin up / spin down)**: -0.2169 / -0.3772 hartree
**HOMO-LUMO gap (spin up / spin down)**: 8.410 / 3.990 eV
**⟨S²⟩**: 0.759
**Relative energy (zero: lowest compared OMol25 entry of this formula, charge and spin)**: 585.73 kJ/mol
**F_max**: 5.89 eV/A
**Molecular weight**: 111.14 g/mol



# 6
Below is a 11-piece molecular cluster, C31H41Cl4N9O8 overall at a distorted geometry, with properties calculated with the ωB97M-V functional and the def2-TZVPD basis.

Each line ends with the Mulliken charge.
Cartesian coordinates (Å):
N -1.8681 2.0232 -1.1353  0.562
C -2.0892 3.2103 -0.5758  -0.348
C -3.1317 4.0414 -0.9574  -0.851
C -4.0224 3.6141 -1.9282  -0.338
C -3.8030 2.3786 -2.5115  -1.067
C -2.6961 1.6556 -2.1168  -0.185
H -1.4563 3.5314 0.2425  0.400
H -3.2409 5.0168 -0.4997  0.430
H -4.8985 4.2016 -2.1687  0.407
H -4.4845 1.9831 -3.2520  0.452
H -2.5170 0.6578 -2.5106  0.473
N -1.6631 -5.6884 -1.4338  -0.590
C -2.7546 -6.2731 -0.9502  -0.331
C -3.6999 -5.6130 -0.1742  -0.457
C -3.5079 -4.2774 0.1174  -0.217
C -2.3306 -3.6785 -0.3160  0.199
C -1.4752 -4.4104 -1.1146  -0.537
H -2.8939 -7.3077 -1.2482  0.380
H -4.5664 -6.1663 0.1674  0.392
H -4.1215 -3.7785 0.8588  0.358
H -2.1026 -2.6669 -0.0094  0.096
H -0.5436 -3.9748 -1.4607  0.620
N 0.4477 5.3286 -0.5295  -0.093
C 1.2507 4.3067 -0.2616  -0.421
C 2.2669 4.4047 0.6755  -0.585
C 2.5522 5.6474 1.2198  -0.583
C 1.7825 6.7324 0.8590  -0.505
C 0.7098 6.5123 0.0014  -0.355
H 1.0288 3.3490 -0.7227  0.831
H 2.8776 3.5813 1.0145  0.512
H 3.3732 5.7894 1.9115  0.431
H 1.9625 7.7165 1.2716  0.393
H 0.0312 7.3282 -0.2296  0.379
N 0.3873 -5.6965 2.4391  -0.595
C -0.2148 -6.2118 3.5077  -0.500
C -1.2227 -5.5592 4.1883  -0.418
C -1.5925 -4.2852 3.7704  -0.485
C -0.8334 -3.6788 2.7871  0.524
C 0.1103 -4.4569 2.1198  -0.289
H 0.1083 -7.1972 3.8249  0.359
H -1.6883 -5.9895 5.0674  0.398
H -2.3450 -3.7392 4.3275  0.402
H -1.0289 -2.6354 2.5864  -0.009
H 0.6449 -3.9860 1.3008  0.575
N -4.2777 -0.7714 1.2960  -0.511
C -4.6401 -1.0992 2.5288  -0.568
C -3.7766 -1.0043 3.6114  -0.375
C -2.4747 -0.5884 3.3906  -0.273
C -2.0966 -0.2375 2.1027  0.811
C -3.0474 -0.3215 1.1010  -0.803
H -5.6701 -1.4050 2.6703  0.386
H -4.1631 -1.1869 4.6079  0.475
H -1.7596 -0.5276 4.2039  0.408
H -1.1044 0.1419 1.8999  -0.310
H -2.8270 0.0508 0.1055  0.812
C 4.9186 1.8256 -2.7309  -0.532
N 4.9088 1.9865 -1.2486  0.814
O 5.5603 2.8861 -0.7722  -0.539
O 4.1184 1.3075 -0.6195  -0.374
H 4.0067 2.2966 -3.0861  0.228
H 4.9938 0.7731 -2.9725  0.071
H 5.7704 2.3858 -3.1031  0.334
C 0.8688 0.0370 -1.9553  -0.604
N 0.5480 -0.4838 -0.6029  0.756
O 0.2716 -1.6699 -0.5119  -0.391
O 0.6474 0.2707 0.3348  -0.155
H -0.0484 0.4105 -2.4055  0.029
H 1.2234 -0.8156 -2.5186  0.342
H 1.5447 0.8582 -1.7894  0.092
C 4.5970 -3.6547 -3.4192  -0.748
N 4.5835 -2.2371 -2.9544  0.785
O 5.6509 -1.7057 -2.7332  -0.524
O 3.5060 -1.6737 -2.9160  -0.407
H 4.8033 -3.6065 -4.4845  0.275
H 3.6155 -4.0681 -3.2314  0.298
H 5.4006 -4.1548 -2.8939  0.318
C -0.7389 4.5338 -3.6461  -0.444
N 0.1722 3.4789 -4.1361  0.810
O 0.7043 2.7748 -3.2937  -0.362
O 0.4010 3.4230 -5.3200  -0.574
H -1.0490 5.1563 -4.4728  0.365
H -0.1197 5.1250 -2.9675  0.224
H -1.5259 4.1135 -3.0333  0.049
C 0.8937 1.4405 3.7886  0.642
Cl -0.2611 2.7581 3.5390  -0.152
Cl 2.5116 1.9241 3.2605  -0.149
H 0.9282 1.1456 4.8302  0.431
H 0.5987 0.5834 3.1951  -0.749
C 2.9721 -1.1867 1.7174  0.880
Cl 4.6884 -1.4379 1.9973  -0.199
Cl 2.0012 -1.8582 3.0335  -0.155
H 2.7489 -0.1297 1.6914  -0.466
H 2.6811 -1.6025 0.7605  -0.083

Summary:
**Structure (SMILES)**: C[N+](=O)[O-].C[N+](=O)[O-].C[N+](=O)[O-].C[N+](=O)[O-].c1ccncc1.c1ccncc1.c1ccncc1.c1ccncc1.c1ccncc1.ClCCl.ClCCl
**HOMO energy**: -8.970 eV
**Net charge**: 0
**Multiplicity**: 1
**LUMO energy**: -0.0046 hartree
**HOMO-LUMO gap**: 8.845 eV
**Relative energy (zero: lowest compared OMol25 entry of this formula, charge and spin)**: 0.00 kJ/mol
**F_max**: 1.30 eV/A
**Molecular weight**: 809.54 g/mol